No. 1
{
  "formula": "C3H4O3",
  "method": "ωB97M-V/def2-TZVPD",
  "homo_energy_ha": -0.388,
  "lumo_energy_ev": 0.3,
  "relative_energy_kj_mol": 473.9,
  "orbital_gap_ev": 10.9,
  "smiles": "CC1(C=O)OO1",
  "total_charge": 0,
  "species": ["C", "C", "C", "O", "O", "O", "H", "H", "H", "H"],
  "xyz": [[-0.07, 1.43, -0.04], [-0.48, 0.01, 0.01], [0.69, -0.96, 0.04], [1.09, 1.72, 0.02], [-1.65, -0.11, -0.69], [-1.60, -0.30, 0.72], [-0.86, 2.10, -0.18], [0.29, -2.06, -0.09], [1.30, -0.93, 1.06], [1.29, -0.90, -0.85]],
  "nbo_charge": [0.387, 0.350, -0.673, -0.473, -0.231, -0.223, 0.132, 0.235, 0.256, 0.239]
}

=====

No. 2
{
  "formula": "ClH2OP",
  "method": "ωB97M-V/def2-TZVPD",
  "homo_energy_ha": -0.365,
  "lumo_energy_ev": -1.1,
  "relative_energy_kj_mol": 161.5,
  "orbital_gap_ev": 8.8,
  "smiles": "O=P.Cl",
  "total_charge": 0,
  "species": ["O", "P", "Cl", "H", "H"],
  "xyz": [[3.16, 0.34, -0.57], [2.56, 1.26, 0.38], [-2.22, 1.61, 0.13], [-1.26, 0.89, -0.40], [3.78, 1.65, 1.02]],
  "nbo_charge": [-0.952, 1.128, -0.274, 0.274, -0.175]
}

=====

No. 3
{
  "formula": "C28H46BrN3P2Ti",
  "method": "ωB97M-V/def2-TZVPD",
  "spin_multiplicity": 3,
  "homo_energy_ha": [-0.460, -0.501],
  "lumo_energy_ev": [-6.5, -6.7],
  "relative_energy_kj_mol": 175.3,
  "orbital_gap_ev": [6.0, 6.9],
  "total_charge": 2,
  "species": ["N", "C", "C", "C", "C", "C", "C", "Ti", "P", "C", "C", "C", "C", "C", "C", "C", "Br", "H", "H", "H", "H", "H", "H", "H", "H", "H", "H", "P", "C", "C", "H", "H", "H", "H", "H", "C", "C", "H", "H", "H", "H", "H", "C", "C", "H", "H", "H", "H", "H", "C", "C", "H", "H", "H", "H", "H", "C", "C", "H", "H", "H", "H", "H", "C", "C", "H", "H", "H", "H", "H", "C", "N", "C", "C", "N", "H", "H", "H", "H", "H", "H"],
  "xyz": [[-2.29, 6.35, -1.35], [-2.01, 6.24, -0.06], [-0.84, 5.65, 0.40], [0.08, 5.13, -0.55], [-0.23, 5.31, -1.92], [-1.44, 5.91, -2.27], [1.22, 4.33, -0.16], [1.34, -0.66, 0.10], [0.57, -2.98, 0.90], [1.87, 3.51, -1.05], [2.24, 2.13, -0.71], [2.40, 1.14, -1.72], [2.93, -0.14, -1.41], [3.37, -0.37, -0.06], [3.09, 0.57, 0.96], [2.33, 1.71, 0.64], [4.28, -2.15, 0.46], [1.53, 4.38, 0.88], [2.13, 3.85, -2.06], [-0.65, 5.53, 1.47], [0.44, 4.96, -2.70], [-2.73, 6.64, 0.66], [-1.70, 6.02, -3.32], [2.17, 1.43, -2.75], [1.97, 2.40, 1.41], [3.14, -0.88, -2.17], [3.51, 0.40, 1.95], [-0.74, -0.41, -1.50], [1.33, -2.62, 2.55], [2.41, -3.54, 3.14], [0.48, -2.58, 3.26], [1.74, -1.59, 2.51], [2.60, -3.18, 4.16], [2.08, -4.58, 3.19], [3.36, -3.46, 2.60], [1.58, -3.81, -0.40], [2.09, -5.19, -0.04], [2.44, -3.16, -0.65], [0.94, -3.85, -1.31], [2.89, -5.46, -0.75], [2.51, -5.23, 0.97], [1.31, -5.95, -0.14], [-0.80, -4.12, 1.28], [-0.47, -5.29, 2.19], [-1.21, -4.49, 0.33], [-1.59, -3.51, 1.73], [-1.37, -5.91, 2.30], [0.32, -5.94, 1.79], [-0.17, -4.97, 3.20], [-2.48, -0.73, -0.97], [-2.85, -2.16, -0.60], [-3.12, -0.39, -1.79], [-2.66, -0.06, -0.12], [-3.88, -2.35, -0.92], [-2.21, -2.91, -1.08], [-2.81, -2.33, 0.48], [-0.60, -1.42, -3.03], [0.64, -1.09, -3.86], [-1.51, -1.25, -3.61], [-0.59, -2.48, -2.72], [0.68, -1.77, -4.73], [0.62, -0.07, -4.24], [1.57, -1.23, -3.30], [-0.90, 1.30, -2.21], [-2.03, 2.21, -1.77], [-0.93, 1.17, -3.30], [0.05, 1.80, -1.99], [-2.07, 3.07, -2.45], [-3.02, 1.73, -1.79], [-1.86, 2.61, -0.77], [-1.62, 1.50, 3.87], [-1.68, 1.56, 2.41], [-2.74, 2.35, 1.75], [-0.73, 0.99, 1.73], [0.19, 0.26, 1.50], [-2.45, 2.08, 4.27], [-0.67, 1.90, 4.23], [-1.71, 0.46, 4.22], [-2.33, 3.26, 1.28], [-3.25, 1.76, 0.98], [-3.45, 2.65, 2.52]],
  "lowdin_charge": [0.076, -0.129, -0.020, -0.224, -0.019, -0.123, -0.017, 0.512, 0.913, -0.025, -0.208, -0.022, -0.181, -0.626, -0.152, -0.037, 0.861, 0.128, 0.131, 0.112, 0.111, 0.117, 0.119, 0.143, 0.128, 0.118, 0.136, 0.939, -0.400, -0.147, 0.097, 0.036, 0.089, 0.067, 0.010, -0.435, -0.131, -0.033, 0.083, 0.089, 0.064, 0.081, -0.394, -0.124, 0.087, 0.071, 0.092, 0.063, 0.073, -0.384, -0.130, 0.091, 0.055, 0.092, 0.055, 0.058, -0.384, -0.132, 0.104, 0.070, 0.093, 0.072, 0.037, -0.355, -0.120, 0.089, 0.036, 0.078, 0.073, 0.046, 0.009, -0.155, 0.000, -0.170, 0.096, 0.099, 0.106, 0.104, 0.079, 0.085, 0.104]
}

=====

No. 4
{
  "formula": "C24H28IrN4O7",
  "method": "ωB97M-V/def2-TZVPD",
  "spin_multiplicity": 5,
  "homo_energy_ha": [-0.304, -0.406],
  "lumo_energy_ev": [-3.6, -3.7],
  "relative_energy_kj_mol": 62.3,
  "orbital_gap_ev": [4.7, 7.3],
  "total_charge": 1,
  "species": ["Ir", "O", "C", "C", "N", "C", "C", "O", "O", "C", "C", "O", "O", "H", "H", "H", "H", "H", "H", "H", "H", "H", "C", "C", "N", "C", "C", "N", "H", "H", "H", "H", "H", "H", "C", "O", "C", "C", "C", "C", "C", "C", "N", "C", "C", "C", "C", "C", "C", "C", "O", "H", "H", "H", "H", "H", "H", "H", "H", "H", "H", "H", "H", "H"],
  "xyz": [[0.93, 1.02, -1.05], [2.54, -0.76, 0.37], [3.98, -0.73, 0.27], [4.51, 0.65, 0.01], [4.07, 1.69, 0.93], [3.96, 1.41, 2.27], [1.15, 0.68, 2.50], [1.33, 0.16, 3.51], [0.80, 1.18, 1.50], [3.97, 3.04, 0.44], [2.68, 3.27, -0.38], [1.98, 4.23, -0.25], [2.47, 2.33, -1.29], [2.27, -1.68, 0.34], [4.31, -1.38, -0.55], [4.40, -1.22, 1.15], [4.29, 0.94, -1.02], [5.61, 0.53, 0.08], [4.01, 2.24, 2.97], [4.36, 0.47, 2.63], [4.86, 3.25, -0.13], [3.89, 3.69, 1.32], [-2.03, 2.56, 0.62], [-1.88, 2.73, -0.84], [-0.90, 2.29, -1.62], [-1.09, 2.78, -2.89], [-2.21, 3.55, -2.92], [-2.69, 3.49, -1.60], [-1.58, 1.63, 0.90], [-3.09, 2.53, 0.84], [-1.55, 3.34, 1.19], [-0.39, 2.52, -3.66], [-2.69, 4.08, -3.71], [-3.44, 4.06, -1.26], [-2.95, -1.15, 3.72], [-1.92, -0.90, 2.74], [-1.27, -1.98, 2.22], [-0.22, -2.56, 2.97], [0.33, -3.75, 2.48], [-0.15, -4.29, 1.28], [-1.12, -3.68, 0.52], [-1.64, -2.50, 1.00], [-2.87, -1.91, 0.42], [-3.14, -1.60, -0.80], [-2.35, -1.37, -1.93], [-2.93, -1.66, -3.19], [-2.25, -1.57, -4.37], [-0.88, -1.19, -4.33], [-0.28, -0.88, -3.14], [-0.98, -0.92, -1.90], [-0.44, -0.50, -0.81], [-2.56, -0.88, 4.71], [-3.19, -2.23, 3.74], [-3.84, -0.56, 3.46], [0.10, -2.13, 3.91], [1.10, -4.28, 3.02], [0.25, -5.23, 0.94], [-1.49, -4.11, -0.40], [-3.68, -1.93, 1.03], [-4.21, -1.44, -1.06], [-4.00, -1.91, -3.20], [-2.70, -1.82, -5.33], [-0.31, -1.11, -5.28], [0.75, -0.54, -3.10]],
  "nbo_charge": [1.289, -0.749, -0.074, -0.250, -0.388, -0.336, 1.082, -0.497, -0.591, -0.319, 0.782, -0.585, -0.820, 0.487, 0.183, 0.176, 0.238, 0.199, 0.190, 0.181, 0.221, 0.233, -0.666, 0.403, -0.567, -0.066, -0.096, -0.498, 0.252, 0.222, 0.255, 0.229, 0.239, 0.426, -0.259, -0.551, 0.356, -0.255, -0.184, -0.217, -0.198, 0.043, -0.464, 0.271, -0.302, -0.112, -0.273, -0.128, -0.280, 0.443, -0.747, 0.206, 0.184, 0.194, 0.251, 0.234, 0.230, 0.236, 0.420, 0.215, 0.216, 0.236, 0.234, 0.214]
}